No. 1
DFT (ωB97M-V with the def2-TZVPD basis set) results for a structure of composition C17H29NO14S in a non-equilibrium geometry.

## Properties
frontier orbital gap = 9.803 eV
calculated total energy = -2171.4821 a.u.
F_max = 1.59 eV Å⁻¹

ORCA input file:
```
! wB97M-V def2-TZVPD RIJCOSX def2/J DEFGRID3
* xyz 0 1
C 2.187 0.067 1.052
O 1.634 -0.362 -0.180
C 0.326 0.083 -0.430
C -0.691 -1.032 -0.219
C -0.207 -2.425 -0.618
N 0.693 -3.077 0.329
C -2.095 -0.667 -0.686
O -2.890 -1.671 0.007
S -2.405 -1.509 1.526
O -2.311 -2.711 2.251
O -3.194 -0.505 2.119
O -0.903 -1.025 1.240
H 1.854 1.057 1.347
H 1.989 -0.668 1.830
H 3.264 0.114 0.969
H 0.024 0.902 0.216
H 0.287 0.474 -1.435
H 0.278 -2.408 -1.588
H -1.076 -3.060 -0.740
H 1.170 -2.414 0.917
H 0.170 -3.731 0.893
H -2.308 -0.512 -1.721
H -2.295 0.276 -0.183
C 3.887 -6.513 -0.933
C 3.402 -5.126 -0.589
C 3.426 -4.149 -1.741
O 3.627 -2.899 -1.076
C 4.266 -3.153 0.090
O 4.737 -2.319 0.792
O 4.285 -4.484 0.349
H 4.949 -6.500 -1.180
H 3.765 -7.182 -0.082
H 3.329 -6.921 -1.776
H 2.409 -5.170 -0.137
H 2.495 -4.136 -2.303
H 4.260 -4.320 -2.427
C -2.608 2.493 5.858
C -2.460 3.109 4.489
C -1.964 2.158 3.428
O -1.269 3.041 2.531
C -0.856 4.114 3.250
O -0.096 4.936 2.857
O -1.430 4.117 4.479
H -1.635 2.212 6.260
H -3.047 3.208 6.554
H -3.248 1.612 5.819
H -3.397 3.584 4.185
H -2.766 1.642 2.911
H -1.255 1.421 3.811
C -1.753 5.443 -3.817
C -0.922 4.185 -3.795
C -0.982 3.366 -5.063
O -0.764 2.033 -4.573
C -1.180 2.003 -3.292
O -1.313 1.006 -2.649
O -1.425 3.241 -2.827
H -2.815 5.201 -3.865
H -1.597 6.019 -2.906
H -1.488 6.067 -4.670
H 0.111 4.419 -3.527
H -0.214 3.639 -5.782
H -1.959 3.403 -5.550
*
```

Atom charges from the Mulliken analysis, given in e for atoms 1 to 2:
1 C -0.679
2 O -0.316


No. 2
DFT (ωB97M-V with the def2-TZVPD basis set) results for a structure of composition C17H30BF4GeN2O7Pb in a non-equilibrium geometry.

## Properties
frontier orbital gap (spin up / spin down) = 9.382 / 5.510 eV
calculated total energy = -3996.3312 a.u.
F_max = 3.34 eV Å⁻¹

ORCA input file:
```
! wB97M-V def2-TZVPD RIJCOSX def2/J DEFGRID3
* xyz 0 2
Pb 9.763 9.092 9.244
C 6.158 8.863 6.653
C 6.630 10.315 6.607
C 5.496 11.339 6.652
C 7.571 10.492 5.402
O 7.412 10.544 7.807
Ge 6.834 10.706 9.554
O 8.733 11.163 10.128
C 9.273 12.511 10.296
C 8.811 13.449 9.201
C 8.778 12.943 11.647
C 10.773 12.510 10.258
O 7.141 8.941 10.111
C 6.208 7.988 10.761
C 4.845 8.629 10.781
C 6.666 7.698 12.178
C 6.299 6.670 9.896
H 5.730 8.477 5.707
H 6.997 8.189 6.909
H 5.366 8.755 7.409
H 4.861 11.352 5.728
H 4.837 11.218 7.551
H 5.912 12.348 6.827
H 7.094 10.213 4.480
H 7.863 11.539 5.301
H 8.455 9.868 5.590
H 7.706 13.481 9.178
H 9.209 14.453 9.390
H 9.174 13.090 8.220
H 7.665 12.814 11.709
H 9.227 12.306 12.438
H 8.970 13.971 12.020
H 11.228 12.217 9.289
H 11.218 13.530 10.414
H 11.232 11.855 11.010
H 4.839 9.428 11.511
H 4.586 9.011 9.799
H 4.051 7.972 11.123
H 6.703 8.654 12.741
H 6.002 7.015 12.715
H 7.675 7.310 12.280
H 5.680 6.882 8.987
H 7.386 6.532 9.579
H 5.921 5.776 10.443
O 11.637 4.173 12.642
C 11.571 5.212 13.460
O 11.887 5.107 14.641
C 11.074 6.569 12.918
C 11.020 7.788 13.624
N 10.556 8.757 12.803
N 10.181 8.214 11.557
C 10.446 6.918 11.615
C 10.202 6.033 10.359
O 10.407 4.812 10.486
O 9.770 6.652 9.357
H 11.131 4.301 11.700
H 11.357 8.011 14.623
H 10.230 9.701 13.076
F 11.794 10.310 7.763
B 12.758 9.493 8.460
F 13.221 10.303 9.553
F 13.815 9.072 7.645
F 12.068 8.366 8.958
*
```

Atom charges from the Mulliken analysis, given in e for atoms 1 to 2:
1 Pb 1.600
2 C -1.031


No. 3
DFT (ωB97M-V with the def2-TZVPD basis set) results for a cluster of 2 separate species, C17H30Br3Cl2N2O3 in total in a non-equilibrium geometry.

## Properties
relative energy (zero: lowest compared OMol25 entry of this formula, charge and spin) = 0.0 kcal per mole
frontier orbital gap = 1.452 eV
calculated total energy = -9643.1866 a.u.
F_max = 2.90 eV Å⁻¹

ORCA input file:
```
! wB97M-V def2-TZVPD RIJCOSX def2/J DEFGRID3
* xyz -1 1
C -5.228 2.309 -0.311
O -4.249 1.439 0.186
C -3.054 1.405 -0.568
C -2.664 -0.019 -0.874
C -2.333 -0.886 0.341
C -0.871 -1.255 0.565
N 0.114 -0.239 0.124
C 0.702 -0.519 -1.121
Br 1.997 -2.054 -1.090
C 1.319 0.736 -1.685
N 1.894 1.602 -0.605
C 2.906 2.574 -1.085
Br 2.386 4.335 0.301
C 4.291 2.240 -0.983
C 5.137 3.378 -1.537
Br 4.854 0.504 -2.002
C 2.306 0.817 0.573
C 1.123 0.019 1.143
C 0.559 0.698 2.357
Cl -0.589 1.922 2.055
C 0.973 0.407 3.576
C 1.995 -0.639 3.899
Cl 0.361 1.230 4.948
H -5.615 1.960 -1.268
H -4.838 3.318 -0.443
H -6.031 2.339 0.413
H -3.196 1.938 -1.510
H -2.259 1.917 -0.032
H -1.858 0.015 -1.602
H -3.508 -0.471 -1.389
H -2.760 -0.446 1.236
H -2.827 -1.841 0.210
H -0.679 -2.216 0.096
H -0.716 -1.408 1.627
H -0.043 -0.860 -1.820
H 2.039 0.558 -2.468
H 0.503 1.313 -2.108
H 1.117 2.194 -0.284
H 2.608 2.919 -2.062
H 4.559 2.077 0.052
H 4.545 4.004 -2.195
H 5.540 3.974 -0.730
H 5.954 2.989 -2.129
H 3.102 0.145 0.282
H 2.696 1.499 1.316
H 1.520 -0.941 1.468
H 2.420 -0.427 4.869
H 2.806 -0.647 3.183
H 1.535 -1.620 3.959
O -1.826 -3.915 0.040
C -1.810 -4.901 -0.805
C -3.334 -5.681 -0.915
O -3.304 -6.659 -1.748
H -1.135 -5.746 -0.564
H -1.622 -4.634 -1.867
H -3.991 -4.818 -1.174
H -3.519 -5.932 0.153
*
```

Atom charges from the Mulliken analysis, given in e for atoms 1 to 2:
1 C -0.826
2 O -0.296


No. 4
DFT (ωB97M-V with the def2-TZVPD basis set) results for a structure of composition C17H30BrCaN9O5S in a non-equilibrium geometry.

## Properties
relative energy (zero: lowest compared OMol25 entry of this formula, charge and spin) = 48.6 kcal per mole
frontier orbital gap = 4.849 eV
calculated total energy = -5184.7504 a.u.
F_max = 1.71 eV Å⁻¹

ORCA input file:
```
! wB97M-V def2-TZVPD RIJCOSX def2/J DEFGRID3
* xyz -2 1
Ca -0.022 0.118 -0.257
C 4.240 2.672 3.311
C 2.800 2.585 2.888
C 1.796 3.337 3.489
C 0.481 3.207 3.073
C 0.235 2.304 2.046
Br -1.528 2.053 1.394
N 1.166 1.584 1.468
C 2.432 1.714 1.868
H 4.369 3.388 4.125
H 4.877 2.977 2.479
H 4.602 1.698 3.644
H 2.041 4.025 4.292
H -0.327 3.769 3.518
H 3.133 1.039 1.364
C 0.960 -3.522 -3.787
N 0.726 -2.173 -4.267
C -0.081 -2.092 -5.468
C 0.420 -1.238 -3.234
N 0.057 -1.528 -2.076
N 0.665 0.053 -3.729
C 0.667 1.348 -3.221
N 1.015 2.222 -4.297
N 0.422 1.742 -2.047
H 1.386 -4.112 -4.602
H 0.045 -4.028 -3.443
H 1.669 -3.484 -2.957
H 0.255 -2.865 -6.163
H 0.031 -1.125 -5.960
H -1.154 -2.242 -5.277
H -0.064 -2.513 -1.885
H 1.300 -0.005 -4.511
H 0.430 2.035 -5.103
H 0.891 3.184 -4.014
H 0.503 2.748 -1.961
O 3.745 -0.769 0.722
S 2.562 -1.268 -0.024
O 2.815 -2.580 -0.640
O 1.389 -1.351 0.896
O 2.189 -0.263 -1.056
C -5.643 -2.786 0.921
C -5.253 -1.470 0.259
N -3.841 -1.248 0.207
C -3.089 -1.613 1.227
N -1.805 -1.293 1.277
C -1.025 -1.698 2.431
C -1.825 -1.753 3.723
C -2.952 -2.733 3.497
N -3.663 -2.397 2.291
C -5.056 -2.754 2.317
H -5.210 -3.614 0.350
H -6.728 -2.931 0.975
H -5.794 -0.664 0.804
H -5.641 -1.437 -0.767
H -2.591 0.061 -1.208
H -0.194 -1.001 2.544
H -0.535 -2.675 2.282
H -2.233 -0.760 3.947
H -1.203 -2.069 4.567
H -3.666 -2.737 4.335
H -2.528 -3.751 3.444
H -5.645 -2.045 2.932
H -5.154 -3.735 2.807
O -1.800 0.449 -1.634
*
```

Atom charges from the Mulliken analysis, given in e for atoms 1 to 2:
1 Ca 1.078
2 C -1.255


No. 5
DFT (ωB97M-V with the def2-TZVPD basis set) results for a structure of composition C17H30Cl4N4O3Pd in a non-equilibrium geometry.

## Properties
frontier orbital gap (spin up / spin down) = 7.177 / 5.393 eV
calculated total energy = -3078.4209 a.u.
F_max = 7.57 eV Å⁻¹

ORCA input file:
```
! wB97M-V def2-TZVPD RIJCOSX def2/J DEFGRID3
* xyz 2 3
C 0.500 -3.825 -6.039
C 0.438 -2.301 -5.581
N 0.964 -2.087 -4.241
C 0.720 -2.956 -3.205
C 1.176 -2.373 -2.018
N 1.498 -1.064 -2.331
C 1.321 -0.874 -3.675
C 1.976 -0.169 -1.293
H 0.288 -3.994 -7.095
H -0.300 -4.345 -5.513
H 1.445 -4.312 -5.801
H -0.527 -1.800 -5.669
H 0.985 -1.645 -6.258
H 0.206 -3.840 -3.550
H 1.399 -2.677 -1.006
H 1.460 -0.004 -4.300
H 1.942 0.852 -1.675
H 2.997 -0.449 -1.033
H 1.463 -0.236 -0.334
C -0.310 5.455 2.684
C 0.545 4.623 1.644
N -0.261 3.658 0.953
C 0.213 2.440 0.518
C -0.922 1.795 -0.153
N -2.076 2.532 0.022
C -1.637 3.686 0.672
C -3.352 2.332 -0.634
H -0.657 4.573 3.222
H -1.155 5.985 2.245
H 0.387 6.167 3.126
H 1.324 4.041 2.135
H 1.134 5.247 0.971
H 1.260 2.215 0.658
H -0.949 0.806 -0.584
H -2.221 4.558 0.930
H -3.979 1.762 0.052
H -3.331 1.725 -1.539
H -3.875 3.280 -0.759
Pd -3.369 -2.006 -1.340
C -1.356 -1.930 0.386
O -1.530 -2.673 -0.566
O -2.513 -1.568 0.607
O -0.288 -1.614 0.888
Cl 3.603 -4.284 3.345
C 2.502 -2.897 3.091
C 3.241 -1.574 2.990
Cl 4.100 -1.091 4.531
H 1.766 -2.816 3.891
H 1.813 -3.027 2.256
H 2.556 -0.793 2.661
H 3.928 -1.504 2.146
Cl -2.709 -0.520 5.547
C -1.895 -0.885 4.011
C -1.798 0.438 3.191
Cl -0.785 1.634 3.983
H -2.427 -1.637 3.428
H -0.895 -1.267 4.213
H -2.773 0.862 2.949
H -1.260 0.369 2.246
*
```

Atom charges from the Mulliken analysis, given in e for atoms 1 to 2:
1 C -1.269
2 C -0.332


No. 6
DFT (ωB97M-V with the def2-TZVPD basis set) results for a structure of composition C17H30F6N4O6PRuS5Sb in a non-equilibrium geometry.

## Properties
relative energy (zero: lowest compared OMol25 entry of this formula, charge and spin) = 60.6 kcal per mole
frontier orbital gap (spin up / spin down) = 5.066 / 5.519 eV
calculated total energy = -4602.9233 a.u.
F_max = 2.16 eV Å⁻¹

ORCA input file:
```
! wB97M-V def2-TZVPD RIJCOSX def2/J DEFGRID3
* xyz -2 5
Ru -1.941 -0.952 0.869
S -5.505 -2.173 -1.594
Sb -3.577 -0.999 -1.347
S -3.977 0.016 1.052
S -1.663 -2.667 -0.948
F 2.931 -3.210 2.258
C 1.743 -3.866 2.326
F 2.019 -5.174 2.374
F 1.183 -3.526 3.494
S 0.706 -3.349 0.839
O 0.240 -2.052 1.323
O 1.723 -3.319 -0.181
N -0.321 -4.480 0.701
S -1.965 -4.228 0.723
O -2.757 -5.097 -0.116
O -2.540 -3.179 1.598
C -1.991 -5.462 2.223
F -1.223 -5.002 3.253
F -3.227 -5.641 2.748
F -1.534 -6.705 1.941
O -0.879 1.002 -0.583
P 0.372 1.538 -1.169
N 1.070 0.649 -2.418
C 0.244 0.293 -3.580
C 1.090 -0.778 -4.258
C 1.609 -1.608 -3.075
C 1.599 -0.639 -1.883
N 0.182 3.091 -1.841
C -0.038 4.151 -0.834
C -1.480 4.604 -1.040
C -1.616 4.518 -2.559
C -0.841 3.240 -2.898
N 1.591 1.788 -0.092
C 2.928 2.184 -0.536
C 3.718 2.265 0.768
C 3.089 1.140 1.597
C 1.604 1.308 1.297
H 0.077 1.161 -4.216
H -0.724 -0.134 -3.280
H 1.922 -0.296 -4.779
H 0.518 -1.366 -4.976
H 2.605 -2.012 -3.256
H 0.940 -2.441 -2.861
H 2.592 -0.491 -1.457
H 0.961 -1.038 -1.095
H 0.653 4.984 -1.022
H 0.141 3.778 0.172
H -1.670 5.602 -0.644
H -2.157 3.892 -0.564
H -1.140 5.385 -3.024
H -2.650 4.467 -2.899
H -0.366 3.311 -3.879
H -1.521 2.382 -2.899
H 2.887 3.129 -1.083
H 3.367 1.429 -1.199
H 3.532 3.227 1.255
H 4.791 2.154 0.609
H 3.304 1.215 2.662
H 3.434 0.166 1.244
H 1.167 2.066 1.961
H 1.038 0.392 1.422
C -1.556 -1.480 4.168
O -1.799 -0.118 3.816
C -1.554 0.264 2.553
C -1.696 1.762 2.508
H -2.196 -1.703 5.021
H -0.506 -1.608 4.442
H -1.792 -2.162 3.357
H -0.858 2.216 3.052
H -2.626 2.085 2.985
H -1.687 2.106 1.476
*
```

Atom charges from the Mulliken analysis, given in e for atoms 1 to 2:
1 Ru 1.347
2 S -0.701